1.
# C20H30N2O5

An isolated molecule of C20H30N2O5 (the ωB97M-V functional and the def2-TZVPD basis, the Open Molecules 2025 dataset).

Geometry as XYZ:
```
57
Properties=species:S:1:pos:R:3:forces:R:3
C -7.20164 -0.70535 1.39899 0.04 0.10 -0.23
C -6.42082 0.09291 0.36337 0.10 -0.04 0.26
C -5.24733 0.83976 0.99330 0.04 -0.02 -0.56
C -4.42513 1.58582 -0.06008 -0.17 0.23 0.53
O -3.85109 0.72233 -1.01930 0.18 -0.27 -0.21
C -2.78563 -0.05333 -0.68561 0.14 -0.13 -0.07
C -2.05644 0.03185 0.49753 -0.27 0.28 0.02
C -0.95894 -0.78782 0.69851 0.08 -0.26 -0.18
C -0.57578 -1.71476 -0.26264 -0.21 0.05 0.03
C -1.32549 -1.81795 -1.43222 0.08 0.01 0.12
C -2.40587 -0.99338 -1.64776 -0.13 0.15 0.05
H -2.98476 -1.05491 -2.55593 -0.07 -0.01 -0.11
H -1.03996 -2.55486 -2.16717 0.02 -0.08 -0.07
C 0.60158 -2.61192 -0.08876 0.05 0.16 0.24
O 0.63017 -3.75175 -0.51709 0.00 -0.21 -0.25
N 1.62868 -2.05391 0.59680 0.14 0.18 0.14
H 1.63575 -1.05466 0.76138 -0.12 0.02 -0.08
C 2.88569 -2.73951 0.74361 0.09 -0.22 -0.13
H 2.66950 -3.81167 0.73613 0.12 0.15 0.10
H 3.32074 -2.46545 1.70944 -0.03 -0.09 -0.02
C 3.85710 -2.43022 -0.40678 -0.26 -0.02 0.00
C 4.25400 -0.96623 -0.51031 0.13 -0.66 0.15
O 3.98169 -0.27134 -1.46799 -0.12 0.28 -0.33
N 4.98979 -0.51548 0.53066 0.18 0.00 0.29
H 5.11598 -1.10876 1.33438 -0.02 -0.05 -0.13
C 5.57317 0.80527 0.58267 0.03 0.21 0.13
H 5.60228 1.17444 -0.44560 0.12 -0.03 0.09
C 4.80364 1.79392 1.47164 -0.04 0.00 -0.24
H 5.50741 2.52021 1.88055 -0.02 0.01 0.04
C 3.71379 2.54997 0.71186 0.01 -0.25 0.11
C 2.58810 1.63785 0.27341 0.18 0.35 0.10
O 2.14389 0.74336 0.95822 -0.06 -0.08 0.14
O 2.12792 1.97865 -0.91229 0.03 0.35 -0.22
C 1.09459 1.17215 -1.48975 -0.55 -0.42 -0.11
C 0.40824 1.96121 -2.58716 0.34 -0.05 0.34
H -0.03357 2.86869 -2.18311 -0.09 0.09 0.00
H 1.12494 2.23289 -3.35671 0.03 0.05 -0.14
H -0.37594 1.35102 -3.02571 -0.09 -0.06 -0.06
H 0.38509 0.88614 -0.70617 0.15 0.06 -0.17
H 1.56699 0.26925 -1.88921 -0.04 0.09 0.12
H 3.27580 3.30902 1.36568 -0.05 0.02 -0.08
H 4.11966 3.04612 -0.16909 -0.01 0.05 0.04
H 4.34799 1.25242 2.30300 0.07 0.05 0.06
H 6.59875 0.70356 0.95104 -0.08 0.03 -0.09
H 4.76240 -3.02779 -0.28020 0.03 -0.03 -0.03
H 3.38109 -2.71302 -1.34677 0.08 0.04 0.04
H -0.41023 -0.70844 1.62524 0.07 0.02 0.07
H -2.32577 0.73541 1.26997 -0.07 0.05 0.04
H -5.07996 2.23906 -0.64415 0.10 -0.02 0.10
H -3.65515 2.20694 0.41494 -0.04 -0.03 -0.11
H -4.60839 0.12410 1.51472 0.02 0.04 0.11
H -5.61341 1.56468 1.72329 0.03 0.02 0.08
H -6.03808 -0.58035 -0.40594 -0.04 0.04 -0.07
H -7.08535 0.81070 -0.12299 0.00 0.01 -0.10
H -8.03462 -1.22432 0.93128 -0.11 -0.09 0.04
H -6.56069 -1.44488 1.87409 0.03 -0.09 0.08
H -7.59642 -0.04765 2.17080 -0.07 0.02 0.12
```
Positions in Å, forces in eV/Å.

* LUMO energy: 0.714 eV
* SMILES: CCCCOc1ccc(C(=O)NCCC(=O)NCCCC(=O)OCC)cc1
* HOMO energy: -8.52 eV
* frontier orbital gap: 9.24 eV
* spin multiplicity: 1


2.
# C20H30N3O2PPdS3Si

A structure of composition C20H30N3O2PPdS3Si at a distorted geometry (the ωB97M-V functional and the def2-TZVPD basis, the Open Molecules 2025 dataset).

Geometry as XYZ:
```
61
Properties=species:S:1:pos:R:3:forces:R:3
Pd -0.15740 -0.25460 -0.01490 1.05 2.57 -0.74
C 2.16510 4.82630 -1.47590 0.35 -0.25 0.59
Si 3.10050 4.12040 0.03530 0.18 0.65 -0.07
C 2.21900 4.62600 1.64770 0.22 -0.34 -0.59
C 4.87550 4.81370 0.14090 -0.64 -0.34 -0.12
C 3.23610 2.24130 -0.26280 -0.16 0.30 0.21
C 4.41610 1.58130 -0.56080 -0.15 -0.04 0.00
C 4.41070 0.23000 -0.89430 -0.15 -0.13 -0.10
C 3.19880 -0.43480 -0.93950 0.38 -0.25 -0.09
N 2.05120 0.15710 -0.62860 -1.06 0.48 0.75
C 2.07230 1.45920 -0.28040 0.21 -0.20 -0.16
S 0.52020 2.09090 0.14940 -1.23 -1.31 -0.31
H 2.13090 5.91180 -1.44930 0.04 0.20 0.08
H 1.14030 4.46560 -1.48770 -0.13 -0.08 0.02
H 2.62920 4.53290 -2.41430 0.13 -0.08 -0.08
H 2.18590 5.70910 1.71860 0.08 0.24 -0.08
H 2.73410 4.25730 2.52870 0.16 -0.13 0.13
H 1.19820 4.26460 1.68490 -0.16 -0.05 0.01
H 4.85310 5.89710 0.17310 -0.09 0.26 0.01
H 5.49270 4.53280 -0.70500 0.10 -0.08 -0.24
H 5.37730 4.47790 1.04260 0.06 -0.13 0.21
H 5.35430 2.11340 -0.54740 0.15 0.11 0.02
H 5.32950 -0.28690 -1.12740 -0.02 -0.07 -0.05
H 3.13890 -1.47220 -1.24340 0.02 -0.06 0.06
C -6.47830 0.25930 -2.35970 0.30 -0.09 -0.03
C -4.98270 0.53240 -2.44440 -0.30 0.47 -0.18
C -4.59700 1.84590 -1.78430 0.13 -0.17 -0.21
O -4.26320 -0.58830 -1.91340 0.21 -0.10 0.21
P -3.86110 -0.95350 -0.42680 0.03 -1.54 -0.29
S -3.49280 -2.89920 -0.45500 -0.11 0.83 0.02
S -2.42360 0.35410 0.27040 0.68 -0.11 0.19
O -5.19560 -0.58380 0.38160 0.52 0.30 -0.79
C -5.35620 -0.52590 1.80170 -0.10 0.04 0.80
C -5.11050 0.89500 2.29360 -0.15 -0.23 -0.20
C -4.48840 -1.53810 2.53240 -0.17 -0.06 -0.10
H -7.02770 1.00550 -2.92700 -0.06 0.10 -0.08
H -6.80650 0.28390 -1.32480 -0.06 0.02 0.09
H -6.69160 -0.72520 -2.76730 -0.08 -0.08 -0.06
H -4.67120 0.54390 -3.49770 -0.09 0.04 0.22
H -4.90060 1.84650 -0.73950 -0.03 0.08 0.08
H -5.09540 2.66510 -2.29840 -0.07 0.06 -0.02
H -3.52020 1.99950 -1.83600 -0.03 0.06 0.01
H -6.41510 -0.78410 1.93510 0.21 0.05 0.06
H -4.07900 1.18380 2.11530 0.05 0.03 0.05
H -5.31120 0.95110 3.35810 -0.07 0.02 0.20
H -5.76510 1.59070 1.77630 -0.09 0.13 -0.05
H -3.43620 -1.26870 2.44300 0.02 -0.06 0.04
H -4.63530 -2.53300 2.11720 0.05 0.00 0.06
H -4.75420 -1.55580 3.58590 -0.06 0.08 0.13
N 4.60510 -4.50430 1.17180 0.27 -0.10 0.03
C 3.53780 -4.16070 0.93160 0.57 -0.21 0.09
C 2.23080 -3.70420 0.65360 -0.96 0.67 -0.05
C 1.35110 -4.41740 -0.16910 -0.14 0.29 0.05
C 0.07870 -3.91230 -0.35620 0.24 0.05 0.03
C -0.28370 -2.74480 0.31050 -0.20 -0.55 0.41
N 0.57510 -2.03750 1.06740 -0.60 -0.67 0.18
C 1.81020 -2.48910 1.21130 0.48 -0.50 -0.22
H 1.66010 -5.33750 -0.64010 0.07 -0.10 0.02
H -0.65220 -4.41820 -0.96690 -0.07 -0.02 -0.06
H -1.34270 -2.45910 0.32840 0.35 0.02 -0.08
H 2.50340 -1.88980 1.79160 -0.06 0.00 0.01
```
Positions in Å, forces in eV/Å.

* LUMO energy (spin up / spin down): -1.952 / -1.837 eV
* HOMO energy (spin up / spin down): -8.11 / -8.10 eV
* frontier orbital gap (spin up / spin down): 6.15 / 6.26 eV
* spin multiplicity: 1


3.
# C20H30N4O2S

An isolated molecule of C20H30N4O2S (the ωB97M-V functional and the def2-TZVPD basis, the Open Molecules 2025 dataset).

Geometry as XYZ:
```
57
Properties=species:S:1:pos:R:3:forces:R:3
C 6.38639 0.16946 -0.15175 0.06 -0.10 -0.24
C 5.15539 -0.33791 -0.87093 0.13 0.20 0.37
O 5.16151 -0.77589 -2.00385 0.06 -0.15 -0.44
N 4.02779 -0.25389 -0.13495 -0.36 -0.03 0.36
H 4.02614 0.06499 0.82572 0.11 -0.06 -0.08
C 2.75205 -0.72502 -0.61000 0.13 0.02 -0.22
H 2.94500 -1.57346 -1.27629 -0.09 0.10 0.12
C 2.01874 0.39290 -1.39509 0.09 -0.11 0.15
C 1.62396 1.50893 -0.46979 -0.05 0.06 -0.20
C 0.37372 1.52224 0.13396 0.00 0.03 -0.04
C 0.03506 2.50771 1.04254 -0.09 0.03 0.08
C 0.94713 3.49987 1.35715 -0.02 0.06 0.06
C 2.19272 3.50318 0.75304 0.08 0.07 0.06
C 2.52895 2.51372 -0.15351 0.01 0.01 -0.04
H 3.50267 2.51785 -0.62282 0.08 0.02 -0.06
H 2.90756 4.27744 0.99184 0.05 0.07 0.01
H 0.68834 4.26780 2.07083 -0.02 0.07 0.05
H -0.93863 2.49058 1.50911 -0.11 -0.02 0.04
H -0.34837 0.75470 -0.10231 -0.10 -0.12 -0.04
H 2.70707 0.75107 -2.16287 -0.05 -0.09 -0.03
H 1.13881 -0.02248 -1.88776 -0.04 0.01 -0.06
C 1.94282 -1.11308 0.62820 0.38 -0.16 -0.24
O 2.27605 -0.70309 1.72588 0.08 0.08 0.20
N 0.84844 -1.88624 0.47687 -0.32 -0.05 0.09
C 0.02447 -2.10756 1.65994 -0.11 0.11 0.29
H 0.47504 -2.87295 2.30107 -0.04 0.04 0.02
C -1.38493 -2.52007 1.23856 0.14 -0.20 0.30
N -1.80973 -1.76076 0.08496 -0.06 0.30 -0.14
C -2.60839 -0.66515 0.23135 0.02 -0.14 -0.15
N -2.99694 -0.04235 -0.90731 0.24 -0.41 -0.14
H -2.90810 -0.54528 -1.77771 0.10 -0.03 0.08
C -3.93829 1.05230 -0.93671 -0.29 0.34 -0.26
H -3.53017 1.83668 -1.58348 -0.05 0.00 0.07
C -5.32400 0.63058 -1.44379 0.05 0.04 0.24
C -6.22811 1.85702 -1.52297 0.21 -0.21 -0.14
H -7.20777 1.58105 -1.90497 -0.12 0.02 -0.02
H -5.80176 2.61061 -2.18135 0.00 0.14 -0.06
H -6.35463 2.29354 -0.53530 -0.04 0.08 0.14
C -5.93561 -0.42956 -0.53250 0.08 0.06 -0.21
H -6.92333 -0.71235 -0.88867 -0.11 -0.06 -0.04
H -5.31623 -1.32362 -0.49972 0.01 -0.11 0.08
H -6.02754 -0.04582 0.48043 -0.01 0.01 0.13
H -5.21186 0.21029 -2.45207 0.00 0.02 0.00
H -4.01774 1.43984 0.08060 0.02 0.03 -0.17
S -3.06212 -0.12202 1.72773 -0.21 0.32 0.76
C -1.01474 -1.99496 -1.10508 0.07 -0.15 -0.36
H -0.88606 -1.05134 -1.64408 -0.02 -0.08 0.05
C 0.37295 -2.54013 -0.71468 -0.10 -0.01 -0.22
H 0.30851 -3.61713 -0.51912 0.06 0.09 -0.12
H 1.06326 -2.39189 -1.54244 -0.04 -0.05 0.03
H -1.50999 -2.71475 -1.77251 0.10 0.08 -0.04
H -2.08191 -2.32576 2.05463 0.15 -0.14 -0.13
H -1.42873 -3.58303 0.98237 -0.01 0.03 0.01
H -0.00257 -1.16906 2.22037 -0.07 -0.16 -0.03
H 7.24577 0.09752 -0.81171 -0.01 0.00 -0.01
H 6.24381 1.20529 0.14731 0.00 0.09 0.07
H 6.56464 -0.42717 0.73994 0.03 -0.01 0.10
```
Positions in Å, forces in eV/Å.

* LUMO energy: 0.402 eV
* SMILES: CC(=O)N[C@H](Cc1ccccc1)C(=O)N1CCN(C(=S)NCC(C)C)CC1
* HOMO energy: -8.25 eV
* frontier orbital gap: 8.65 eV
* spin multiplicity: 1


| no. | DFT total energy (eV) |
| --- | --- |
| 1 | -34446.5344 |
| 2 | -82947.0006 |
| 3 | -42119.5101 |